#a
ORCA calculation (ωB97M-V with the def2-TZVPD basis set) on a gas-phase ion, C4H11N2 (charge +1).

ORCA input file:
```
! wB97M-V def2-TZVPD RIJCOSX def2/J DEFGRID3
* xyz 1 1
N 0.1164 1.5102 1.0451
H -1.0363 -1.5927 -0.9558
H 0.7723 1.5750 1.8276
H -1.3746 0.7985 2.3070
C -0.6291 -0.9394 0.9876
N 0.5827 -0.0630 -1.0497
C 1.1944 -0.1109 -2.1694
H -0.2195 2.4723 0.9539
H 1.1584 0.7093 -2.8826
H 0.6166 1.1616 0.1925
H -1.7908 0.8435 0.6665
C -0.1539 -1.1580 -0.5046
C -0.9878 0.5090 1.3284
H -1.6304 -1.3570 0.8918
H 1.8511 -0.9882 -2.2775
H 0.5202 -2.0367 -0.4074
H -0.0933 -1.3800 1.8244
*
```

Output
SMILES: C=NCCC[NH3+]

=====

#b
ORCA calculation (ωB97M-V with the def2-TZVPD basis set) on 2 unconnected molecules or ions with the total composition C4H11N2.

ORCA input file:
```
! wB97M-V def2-TZVPD RIJCOSX def2/J DEFGRID3
* xyz 1 1
H -1.9360 -1.9535 -1.2454
C -2.0828 -1.1981 -0.4734
H 1.2149 -0.1254 -0.5430
H -1.6435 0.6060 -1.6459
N -0.6249 0.7916 0.2731
H 3.7191 -0.6283 -1.3155
H 3.9390 -0.0424 0.1868
H 3.4891 -1.5909 -0.0257
C -1.2742 0.0202 -0.8089
H -1.4994 2.4378 1.1208
C -0.7999 1.6383 1.3763
H -3.1409 -0.9493 -0.4470
C 0.1595 0.1389 -0.4588
H -1.7910 -1.6274 0.4809
H 0.1603 2.0540 1.6881
N 3.3466 -0.6477 -0.3713
H -1.2358 1.0759 2.2087
*
```

=====

#c
ORCA calculation (ωB97M-V with the def2-TZVPD basis set) on 2 unconnected molecules or ions with the total composition C4H11N2.

ORCA input file:
```
! wB97M-V def2-TZVPD RIJCOSX def2/J DEFGRID3
* xyz 1 1
H -2.5676 -0.1241 -0.4117
C 2.2858 0.3703 -0.4543
H -0.5923 -2.0170 0.4808
N 3.1236 1.0951 0.2077
C -1.5454 -0.1047 -0.0456
C -0.9510 -1.4878 -0.4105
H -0.8892 0.6858 -0.5168
H -0.3322 0.2480 1.7023
H 1.6878 1.4097 -2.0261
H -0.1672 -1.4514 -1.1643
H 2.9420 2.1008 0.0874
H 2.3325 -0.7410 -0.4577
C -1.3902 0.2791 1.4076
H -1.9982 -0.1470 2.2023
N 1.3480 0.6758 -1.3704
H -1.7359 -2.1588 -0.7575
H -1.5504 1.3671 1.5268
*
```

=====

Which of them is most stable, and which least? Most stable: #a; least stable: #c.

=====

#a
ORCA calculation (ωB97M-V with the def2-TZVPD basis set) on a gas-phase ion, C4H11N2 (charge +1).

ORCA input file:
```
! wB97M-V def2-TZVPD RIJCOSX def2/J DEFGRID3
* xyz 1 1
H 1.2183 0.9040 -1.0513
H -1.5181 1.2522 0.3610
H 0.6010 -2.5082 -1.3964
H -0.4198 -1.0424 0.0589
H 1.3333 0.4273 1.2170
H -0.2406 2.5059 0.3468
C -0.4131 1.4725 0.2928
C 0.2810 0.6501 1.3783
H -0.3571 1.0591 -1.9460
N -0.5268 -0.6828 1.5392
N 0.0449 -0.6617 -0.8561
H -1.2785 -0.4869 2.2083
H 0.2535 1.0168 2.4787
C 0.4815 -1.4749 -1.7038
C 0.1147 0.8066 -1.0380
H 0.8310 -1.2417 -2.7072
H 0.1650 -1.2001 2.0725
*
```

Output
SMILES: C=[NH+]CCCN

=====

#b
ORCA calculation (ωB97M-V with the def2-TZVPD basis set) on 2 unconnected molecules or ions with the total composition C4H11N2.

ORCA input file:
```
! wB97M-V def2-TZVPD RIJCOSX def2/J DEFGRID3
* xyz 1 1
H 0.2863 -1.6755 -0.6393
H 0.7362 -2.2300 2.0764
C -0.0935 0.2612 0.1453
N 0.3999 -1.2922 1.9745
H 1.4416 1.2298 -0.8989
H -1.3470 0.5597 -1.9715
H 1.9800 -0.5246 0.7210
H -0.0203 2.2099 -0.7308
N -1.3727 0.1733 0.3924
H -0.2860 -2.0242 -0.3132
C -0.2931 0.6879 -2.2817
H 0.4415 -0.8043 2.8681
C 0.3434 1.2065 -0.9789
H -0.2850 1.3654 -3.1429
H 0.0581 -0.2955 -2.5775
H -1.5275 -0.4550 1.2230
C 0.9143 -0.3762 0.9443
*
```

=====

#c
ORCA calculation (ωB97M-V with the def2-TZVPD basis set) on a gas-phase ion, C4H11N2 (charge +1).

ORCA input file:
```
! wB97M-V def2-TZVPD RIJCOSX def2/J DEFGRID3
* xyz 1 1
N -0.5305 0.9196 -2.6810
H 1.9394 -0.2702 1.9428
H -0.7355 -0.9165 -0.5506
C -0.9658 0.9927 -1.2219
C 1.2223 -0.5849 1.3393
N 0.4207 -1.7547 2.0358
H 1.0868 -2.5238 2.3343
H -0.6230 0.7926 1.7210
H 1.7341 -1.1054 0.5637
H 0.2313 -1.4456 3.0070
H -1.4214 1.9741 -0.9764
C 0.1640 0.4491 0.9860
H 0.4251 1.4741 -2.9417
H -1.4555 1.1411 -3.1951
C -0.5505 0.0502 -0.2904
H 0.8926 1.4514 0.7138
H -0.5252 -0.1681 -2.9805
*
```

Output
SMILES: NCC/C=C/[NH3+]

=====

#d
ORCA calculation (ωB97M-V with the def2-TZVPD basis set) on 2 unconnected molecules or ions with the total composition C4H11N2.

ORCA input file:
```
! wB97M-V def2-TZVPD RIJCOSX def2/J DEFGRID3
* xyz 1 1
H 1.6361 1.2227 0.7348
H 1.8805 -0.6369 2.5606
H 0.3728 -1.2944 1.6046
N 1.2692 0.3008 0.5960
H -0.1302 2.0752 -1.1507
H 3.2453 -0.6777 0.3945
C -2.1601 -0.4500 -0.6006
H -1.9635 1.9888 -1.9577
C 1.3895 -0.7335 1.5825
H -1.9200 -1.1762 0.1001
H -3.1295 -0.1062 -0.3015
H -0.2291 0.4899 0.0893
N -1.1981 0.5786 -0.5303
C 2.2082 -0.8131 0.3132
C -1.1183 1.6220 -1.3207
H 1.9925 -1.5092 -0.5474
H -2.1454 -0.8808 -1.5668
*
```

=====

Which of them is most stable, and which least? Most stable: #a; least stable: #b.

=====

#a
ORCA calculation (ωB97M-V with the def2-TZVPD basis set) on 2 unconnected molecules or ions with the total composition C4H11N2.

ORCA input file:
```
! wB97M-V def2-TZVPD RIJCOSX def2/J DEFGRID3
* xyz 1 1
H 0.5321 -1.9108 0.9164
H -2.3449 -0.0834 -2.2384
H 3.3060 -0.1472 0.4197
H 0.4340 0.3058 -0.2414
H -0.4928 -0.1765 -2.6586
C -1.2989 0.0614 -1.9751
N 1.2663 -0.0129 0.4285
H -2.1131 1.7835 0.4122
C 2.4210 0.3839 0.0803
C -2.0412 0.7257 0.1632
H 2.5018 1.1907 -0.6380
C 1.0653 -1.0940 1.3980
H 0.4818 -0.7136 2.2325
H 2.0406 -1.4172 1.7546
N -0.9942 0.5657 -0.8525
H -3.0073 0.4055 -0.2306
H -1.7567 0.1335 1.0291
*
```

=====

#b
ORCA calculation (ωB97M-V with the def2-TZVPD basis set) on 2 unconnected molecules or ions with the total composition C4H11N2.

ORCA input file:
```
! wB97M-V def2-TZVPD RIJCOSX def2/J DEFGRID3
* xyz 1 1
H 0.1317 -2.4154 -0.2071
H 0.7195 -0.8661 1.5243
N -2.1088 1.9715 0.6014
C 0.7514 -0.0129 0.8269
N -0.4871 -2.0855 -2.1587
H -1.2854 -2.7118 -2.1130
H -2.9345 2.5147 0.7815
H -2.2302 0.9808 0.7276
H -1.6260 2.1882 -0.2543
C -0.1064 -1.6196 -0.9150
H 2.4887 0.9273 1.7566
C 2.1302 0.6590 0.7617
H -0.6332 -1.3389 -2.8288
H 2.0583 1.6157 0.2469
H 2.8353 -0.0440 0.3232
H 0.0714 0.6501 1.4086
C 0.2252 -0.4130 -0.4818
*
```

=====

Which of them is most stable, and which least? Most stable: #a; least stable: #b.

=====

#a
ORCA calculation (ωB97M-V with the def2-TZVPD basis set) on 2 unconnected molecules or ions with the total composition C4H11N2.

ORCA input file:
```
! wB97M-V def2-TZVPD RIJCOSX def2/J DEFGRID3
* xyz 1 1
H -0.8403 1.4660 0.4581
H -1.3633 -0.1943 2.8483
H -2.5994 0.7275 1.9645
H 2.4945 -0.5399 -0.4709
H -1.3622 1.6134 2.8450
H -0.7331 -0.1637 0.5750
C 0.7445 0.4099 -2.6790
H 0.3636 0.7599 1.3585
H 1.2116 -0.3915 -3.2523
C 0.7629 -1.7295 -0.5737
C 1.4527 -0.6059 -0.7650
N 0.8978 0.5274 -1.4283
H -0.2205 -1.8875 -1.0044
H 0.1787 1.1419 -3.2439
H 1.1961 -2.5469 -0.0181
C -1.5612 0.7075 2.2781
N -0.6224 0.7057 1.1081
*
```

=====

#b
ORCA calculation (ωB97M-V with the def2-TZVPD basis set) on 2 unconnected molecules or ions with the total composition C4H11N2.

ORCA input file:
```
! wB97M-V def2-TZVPD RIJCOSX def2/J DEFGRID3
* xyz 1 1
H -0.2436 -2.2070 2.0260
H -1.4042 0.4051 -0.7800
N -0.5068 -2.2054 1.0853
H 1.1748 -0.2183 1.9032
H -1.5097 -1.4028 -1.1416
H 0.4432 1.1378 1.0347
H 2.0849 1.6883 -1.0291
C 0.7460 2.2483 -2.2162
N 1.4468 2.5446 -1.2083
C -0.4371 -0.7826 0.6031
C -1.1781 -0.6003 -0.4844
H -1.4239 -2.6441 0.9961
H 0.6010 1.1935 -2.5079
H 0.2713 3.0739 -2.8153
H -0.4266 0.3681 2.4219
H 0.1470 -2.7852 0.5765
C 0.2150 0.1861 1.5358
*
```

=====

#c
ORCA calculation (ωB97M-V with the def2-TZVPD basis set) on a gas-phase ion, C4H11N2 (charge +1).

ORCA input file:
```
! wB97M-V def2-TZVPD RIJCOSX def2/J DEFGRID3
* xyz 1 1
H 0.0116 2.2415 -0.2337
H -1.1500 1.8320 -1.5689
N -1.5894 0.9224 0.2312
C 0.7494 -2.2095 1.1905
H 2.0438 -0.7288 -0.1556
H -0.2372 -0.5238 -1.5221
H 1.0842 0.5683 -1.8277
C -0.5162 1.4631 -0.7675
C 0.3631 0.2703 -1.0744
H -1.0972 0.4445 1.0011
C 1.1699 -0.1543 0.1437
H 1.3979 0.6528 0.8395
H 1.7823 -2.5085 1.0061
N 0.2882 -1.0655 0.9279
H -2.3066 1.5772 0.5401
H 0.0910 -2.9864 1.5684
H -2.0849 0.2048 -0.2988
*
```

Output
SMILES: C=NCCC[NH3+]

=====

Which of them is most stable, and which least? Most stable: #c; least stable: #b.

=====

#a
ORCA calculation (ωB97M-V with the def2-TZVPD basis set) on 2 unconnected molecules or ions with the total composition C4H11N2.

ORCA input file:
```
! wB97M-V def2-TZVPD RIJCOSX def2/J DEFGRID3
* xyz 1 1
H 0.4264 0.1516 -2.8508
H -1.5528 -1.6025 0.2122
N 0.1779 0.2007 1.3473
H 1.4645 -1.2048 0.5907
H -0.9696 1.9487 -3.0623
C 1.1748 0.6839 2.3060
H 0.9748 1.7240 2.5390
H 2.1655 0.6174 1.8554
C 0.4139 -0.9582 0.6716
H -0.7806 0.3551 1.6244
H -0.2840 -0.4112 -1.3156
N -0.2705 0.2881 -2.1242
H -1.8629 1.4093 -1.5047
C -0.4893 -1.7517 0.0640
H -0.1767 -2.6619 -0.4160
C -1.0733 1.2600 -2.2341
H 1.1823 0.0929 3.2195
*
```

=====

#b
ORCA calculation (ωB97M-V with the def2-TZVPD basis set) on 2 unconnected molecules or ions with the total composition C4H11N2.

ORCA input file:
```
! wB97M-V def2-TZVPD RIJCOSX def2/J DEFGRID3
* xyz 1 1
C 0.9307 -0.0959 -2.5041
H 0.9419 0.4280 1.6140
H 0.7009 2.7658 1.2546
H -0.1708 -1.6353 1.9773
N 0.2481 2.1283 0.6141
N 0.9223 -0.7350 -1.4108
H -1.0180 -2.0883 0.4979
C 0.0686 0.8380 1.1139
H -1.9332 -1.6061 1.8962
C -0.9767 0.0417 0.8850
H 1.4195 -1.6190 -1.3382
H 1.4849 -0.4469 -3.3662
H 0.4544 -0.3330 -0.5523
H -0.6114 2.5390 0.2728
C -1.0250 -1.3897 1.3403
H 0.3735 0.8283 -2.5737
H -1.8096 0.3803 0.2795
*
```

=====

Which of them is most stable, and which least? Most stable: #b; least stable: #a.

=====

#a
ORCA calculation (ωB97M-V with the def2-TZVPD basis set) on a single C5H9N molecule.

ORCA input file:
```
! wB97M-V def2-TZVPD RIJCOSX def2/J DEFGRID3
* xyz 0 1
H -1.0566 0.2427 2.8456
H 0.7665 -1.3212 -2.7899
H 0.4831 0.7493 2.2197
C -0.5771 0.7304 2.0456
H 0.6954 -2.7934 -1.7359
C -0.6446 -0.1771 0.7401
H 1.2865 1.4608 -1.6851
H -1.6023 -0.0619 0.3012
H -1.1035 1.7570 2.1916
C 0.8082 -1.7324 -1.8390
C 0.4069 1.2895 -1.0652
N 1.1433 -1.0474 -0.8039
C 0.3751 0.0966 -0.3987
H -0.6121 -1.2019 1.1559
H -0.3688 2.0091 -1.1818
*
```

Output
SMILES: C=NC(=C)CC

=====

#b
ORCA calculation (ωB97M-V with the def2-TZVPD basis set) on a single C5H9N molecule.

ORCA input file:
```
! wB97M-V def2-TZVPD RIJCOSX def2/J DEFGRID3
* xyz 0 1
H -1.1041 -0.5845 -1.7670
C 1.7987 -0.9098 0.1715
H -0.1395 2.1697 0.4616
C -0.5709 0.0632 0.2970
N 1.9061 -1.5715 -0.7778
C -0.6745 1.5040 -0.2159
H 1.0735 -0.6202 2.1104
H -1.3491 -1.8561 -0.5045
H -1.1809 -0.1187 1.1805
C -0.7673 -0.9745 -0.7971
H 1.5691 0.8811 1.2685
C 1.1033 -0.1076 1.1289
H -0.2254 1.5932 -1.2133
H -1.7048 1.8838 -0.3002
H 0.2657 -1.3521 -1.0427
*
```

Output
SMILES: CC(C)CC#N

=====

Which of them is most stable, and which least? Most stable: #b; least stable: #a.

=====

#a
ORCA calculation (ωB97M-V with the def2-TZVPD basis set) on a gas-phase ion, C4H9NO (charge +1).

ORCA input file:
```
! wB97M-V def2-TZVPD RIJCOSX def2/J DEFGRID3
* xyz 1 2
H 3.2703 0.5987 0.5254
C -2.4907 -0.6734 -0.0450
H 1.2150 0.5800 -1.2238
N 2.4494 0.0264 0.3202
H -2.8036 -0.7957 1.0092
H 1.2106 1.6595 0.0990
H -0.0916 0.1290 1.5201
C 0.0095 -0.1627 0.4714
C -1.2179 0.1064 -0.3560
H -1.5201 1.1577 -0.3106
H 0.2860 -1.2148 0.5267
C 1.2374 0.5933 -0.1127
H 2.6691 -0.9001 -0.0497
H -1.0621 -0.0286 -1.4253
O -3.1614 -1.0758 -0.9491
*
```

=====

#b
ORCA calculation (ωB97M-V with the def2-TZVPD basis set) on 2 unconnected molecules or ions with the total composition C4H9NO.

ORCA input file:
```
! wB97M-V def2-TZVPD RIJCOSX def2/J DEFGRID3
* xyz 1 2
H 0.9045 2.3469 -1.6540
C 0.1570 2.2685 -0.8728
C 0.1141 1.1392 -0.0684
O -0.8155 -3.2827 -0.4574
H 1.1753 -1.3473 -0.7738
H -0.9818 -0.1154 1.3934
H -0.4297 -3.6725 0.3568
H -1.9154 0.9974 0.3466
H 2.6375 -1.0184 0.2615
N 1.2910 0.5002 0.2003
H -0.8770 1.4766 1.7587
C -0.9670 0.8365 0.8667
C 1.6699 -0.6684 -0.0838
H -0.5778 3.0619 -0.8461
H -1.3851 -2.5226 -0.4275
*
```

=====

#c
ORCA calculation (ωB97M-V with the def2-TZVPD basis set) on 2 unconnected molecules or ions with the total composition C4H9NO.

ORCA input file:
```
! wB97M-V def2-TZVPD RIJCOSX def2/J DEFGRID3
* xyz 1 2
H 2.7933 -0.0231 -2.5604
H -1.6256 -2.4251 1.1786
H 1.5256 0.6733 0.4621
C 1.8281 -0.0335 -2.0117
H 0.9889 -0.2982 -2.7848
N 1.4940 1.2834 -1.5494
C -1.6723 -1.4474 0.7968
H -2.0495 0.6814 0.9876
H 2.1457 2.4624 0.0635
H -3.0728 0.3822 3.0284
C 1.7611 1.4627 -0.2858
H -1.5639 -1.2588 -0.2971
O -2.4774 -0.3703 2.7405
C -1.9408 -0.2625 1.4867
H 1.8656 -0.8264 -1.2550
*
```

=====

Which of them is most stable, and which least? Most stable: #a; least stable: #c.

=====

#a
ORCA calculation (ωB97M-V with the def2-TZVPD basis set) on a single C5H6O2 molecule.

ORCA input file:
```
! wB97M-V def2-TZVPD RIJCOSX def2/J DEFGRID3
* xyz 0 1
C -0.2153 -0.3922 0.6068
H -1.9908 0.2061 1.6269
H 2.9169 0.3184 0.7659
H 1.8368 1.6255 -0.9563
C 0.9507 -0.2973 0.3132
H 2.8131 -0.9566 -0.4528
H -2.0226 -0.5108 -1.3939
O 2.4031 0.8753 -1.1781
C 2.3387 -0.0365 -0.1003
C -1.6656 -0.4343 0.8012
H -1.9972 -1.4625 0.9987
C -2.3130 0.0590 -0.4875
O -3.0547 1.0059 -0.5438
*
```

Output
SMILES: O=CCC#CCO

=====

#b
ORCA calculation (ωB97M-V with the def2-TZVPD basis set) on 2 unconnected molecules or ions with the total composition C5H6O2.

ORCA input file:
```
! wB97M-V def2-TZVPD RIJCOSX def2/J DEFGRID3
* xyz 0 1
H 2.0287 1.5953 -1.0110
C 0.6441 0.9675 0.5189
H 0.8176 0.4255 -1.5831
O -2.7011 -2.0273 -0.4432
C -0.0397 -0.2139 1.0576
C 1.4634 0.6966 -0.7439
H -1.0121 -2.0754 1.9256
C -2.2392 -1.0542 -0.9008
H 2.1748 -0.1156 -0.5729
C -0.5575 -1.2021 1.5092
H 1.3125 1.3163 1.3099
H -0.0689 1.7802 0.3368
O -1.8227 -0.0930 -1.4031
*
```

Output
SMILES: C#CCC.O=C=O

=====

#c
ORCA calculation (ωB97M-V with the def2-TZVPD basis set) on 2 unconnected molecules or ions with the total composition C5H6O2.

ORCA input file:
```
! wB97M-V def2-TZVPD RIJCOSX def2/J DEFGRID3
* xyz 0 1
C 1.9944 -0.4257 -0.0336
C -0.3997 -0.4006 -0.7455
C -1.5683 1.2305 1.7747
H 2.3309 -0.0195 0.9274
H 0.2806 -1.5569 0.8274
C 0.5496 -0.8409 0.0507
C -1.3361 0.0344 -1.5371
H -1.9125 0.9279 -1.2970
H 2.6374 -1.2835 -0.2665
O -1.8936 2.0351 0.9953
H 2.1449 0.3350 -0.8043
H -1.5729 -0.4788 -2.4671
O -1.2547 0.4429 2.5755
*
```

Output
SMILES: C=C=CC.O=C=O

=====

Which of them is most stable, and which least? Most stable: #c; least stable: #a.